ORCA calculation (ωB97M-V/def2-TZVPD) on a cluster of 4 separate species, C25H33BrO3Si in total in a non-equilibrium geometry.

Atoms and positions in Å:
C1 5.751 1.188 1.026
Si1 4.725 1.142 -0.589
C2 3.372 -0.231 -0.393
C3 5.962 0.626 -1.989
O1 3.872 2.602 -0.946
C4 3.142 3.119 0.187
C5 1.585 3.367 -0.091
C6 0.814 2.087 -0.664
O2 1.059 1.747 -1.827
O3 -0.126 1.484 0.202
C7 -0.081 0.047 0.162
Br1 0.364 -0.574 2.017
H1 5.115 1.121 1.981
H2 6.401 0.247 1.034
H3 6.476 2.073 1.061
H4 2.746 -0.195 -1.343
H5 3.817 -1.271 -0.310
H6 2.744 0.050 0.517
H7 7.045 0.805 -1.656
H8 5.782 -0.475 -2.192
H9 5.809 1.274 -2.908
H10 3.586 4.159 0.398
H11 3.317 2.513 1.135
H12 1.433 4.219 -0.830
H13 1.101 3.675 0.897
H14 0.624 -0.390 -0.605
H15 -1.122 -0.363 -0.080
C8 1.532 -3.121 -1.621
C9 1.203 -2.526 -2.835
C10 0.979 -3.315 -3.958
C11 1.089 -4.699 -3.869
C12 1.427 -5.293 -2.658
C13 1.648 -4.504 -1.533
H16 1.700 -2.506 -0.743
H17 1.119 -1.446 -2.905
H18 0.719 -2.851 -4.904
H19 0.912 -5.314 -4.745
H20 1.519 -6.371 -2.590
H21 1.909 -4.968 -0.588
C14 -4.360 0.220 -0.742
C15 -5.437 0.106 0.132
C16 -6.028 -1.133 0.351
C17 -5.545 -2.260 -0.308
C18 -4.474 -2.145 -1.188
C19 -3.881 -0.905 -1.405
H22 -3.895 1.186 -0.908
H23 -5.815 0.985 0.643
H24 -6.865 -1.222 1.034
H25 -6.004 -3.227 -0.135
H26 -4.101 -3.022 -1.706
H27 -3.044 -0.816 -2.090
C20 -3.595 1.175 2.718
C21 -2.531 2.069 2.730
C22 -2.400 2.983 3.770
C23 -3.338 3.006 4.797
C24 -4.409 2.117 4.781
C25 -4.537 1.200 3.742
H28 -3.692 0.459 1.911
H29 -1.802 2.052 1.928
H30 -1.568 3.678 3.780
H31 -3.236 3.717 5.610
H32 -5.144 2.138 5.579
H33 -5.370 0.506 3.730

SMILES: C[Si](C)(C)OCCC(=O)OCBr.c1ccccc1.c1ccccc1.c1ccccc1
Frontier orbital gap, eV: 9.78
DFT total energy, a.u.: -4061.6560
HOMO level, Ha: -0.3383
Maximum force, eV Å⁻¹: 3.60